Record 1
{
  "formula": "C24H15BrF2NO2TeTi",
  "method": "ωB97M-V/def2-TZVPD",
  "charge": 1,
  "energy_ha": -5019.901804,
  "species": ["Ti", "F", "C", "C", "C", "C", "C", "F", "C", "C", "C", "C", "C", "C", "N", "H", "H", "H", "H", "H", "H", "Te", "C", "C", "C", "C", "C", "C", "H", "H", "H", "H", "H", "Br", "C", "C", "C", "C", "C", "C", "C", "O", "O", "H", "H", "H", "H"],
  "coordinates": [[-0.21, 0.90, -0.62], [4.25, -0.73, -3.11], [3.68, 0.12, -2.26], [2.31, 0.11, -2.10], [1.74, 1.02, -1.22], [2.52, 1.93, -0.49], [3.90, 1.87, -0.68], [4.71, 2.68, 0.02], [4.50, 0.99, -1.55], [1.83, 2.84, 0.43], [2.38, 3.96, 1.04], [1.60, 4.73, 1.88], [0.28, 4.39, 2.11], [-0.22, 3.28, 1.45], [0.53, 2.53, 0.64], [1.71, -0.60, -2.67], [5.57, 0.97, -1.67], [3.41, 4.22, 0.85], [2.03, 5.61, 2.36], [-0.36, 4.96, 2.76], [-1.26, 2.99, 1.57], [-1.54, 2.34, -2.34], [-2.95, 1.05, -1.46], [-2.93, 0.82, -0.08], [-3.75, -0.13, 0.51], [-4.64, -0.84, -0.28], [-4.68, -0.62, -1.66], [-3.83, 0.30, -2.25], [-2.27, 1.39, 0.58], [-3.70, -0.30, 1.58], [-5.30, -1.57, 0.16], [-5.37, -1.17, -2.27], [-3.86, 0.44, -3.32], [0.36, -7.15, 1.94], [0.17, -5.36, 1.40], [-0.05, -5.08, 0.05], [-0.19, -3.76, -0.34], [-0.10, -2.74, 0.61], [0.13, -3.04, 1.95], [0.26, -4.35, 2.35], [-0.23, -1.36, 0.19], [-0.43, -1.03, -1.04], [-0.15, -0.37, 0.99], [-0.12, -5.88, -0.67], [-0.36, -3.52, -1.38], [0.19, -2.24, 2.67], [0.44, -4.61, 3.39]],
  "nbo_charge": [1.430, -0.296, 0.445, -0.274, -0.337, -0.118, 0.439, -0.308, -0.321, 0.227, -0.221, -0.105, -0.245, 0.094, -0.543, 0.253, 0.265, 0.257, 0.242, 0.247, 0.212, 0.286, -0.242, -0.294, -0.178, -0.195, -0.166, -0.231, 0.196, 0.230, 0.233, 0.233, 0.233, 0.126, -0.042, -0.233, -0.141, -0.164, -0.129, -0.246, 0.788, -0.683, -0.689, 0.243, 0.242, 0.239, 0.244]
}

---

Record 2
{
  "formula": "C24H15BrF5FeN4OS",
  "method": "ωB97M-V/def2-TZVPD",
  "charge": -1,
  "e_above_lowest_kj_mol": 14.3,
  "species": ["Fe", "C", "C", "N", "N", "C", "N", "S", "C", "C", "C", "C", "C", "N", "H", "H", "H", "H", "H", "H", "H", "H", "H", "Br", "C", "C", "C", "C", "C", "C", "C", "C", "C", "C", "H", "H", "H", "H", "H", "H", "F", "C", "C", "F", "C", "F", "C", "O", "C", "F", "C", "F"],
  "coordinates": [[-0.01, 0.33, -0.16], [0.19, -2.68, -3.23], [0.16, -1.43, -2.41], [0.15, -1.39, -1.12], [0.33, -2.55, -0.42], [1.07, -2.32, 0.63], [1.34, -3.39, 1.44], [1.78, -0.79, 1.01], [0.29, -0.11, -3.01], [0.09, 0.13, -4.37], [0.26, 1.41, -4.85], [0.64, 2.42, -3.97], [0.83, 2.09, -2.64], [0.68, 0.86, -2.15], [0.18, -3.54, -2.57], [-0.69, -2.72, -3.88], [1.08, -2.71, -3.86], [0.69, -4.15, 1.36], [1.61, -3.15, 2.38], [-0.22, -0.67, -5.02], [0.10, 1.63, -5.90], [0.79, 3.44, -4.30], [1.12, 2.85, -1.92], [0.45, 2.68, 0.73], [-1.17, 3.38, -0.02], [-1.46, 4.70, 0.18], [-2.64, 5.23, -0.36], [-3.48, 4.43, -1.09], [-3.18, 3.06, -1.30], [-4.06, 2.24, -2.04], [-3.75, 0.92, -2.22], [-2.56, 0.38, -1.68], [-1.65, 1.11, -0.96], [-1.99, 2.49, -0.76], [-0.79, 5.32, 0.76], [-2.88, 6.28, -0.20], [-4.39, 4.83, -1.51], [-4.97, 2.66, -2.44], [-4.42, 0.27, -2.77], [-2.38, -0.68, -1.84], [-1.74, -4.64, 4.28], [-1.59, -3.49, 3.58], [-2.10, -3.37, 2.30], [-2.76, -4.41, 1.75], [-1.96, -2.19, 1.59], [-2.49, -2.12, 0.37], [-1.27, -1.07, 2.11], [-1.13, 0.03, 1.45], [-0.78, -1.24, 3.42], [-0.13, -0.22, 4.01], [-0.93, -2.41, 4.14], [-0.43, -2.51, 5.38]],
  "nbo_charge": [0.702, -0.672, 0.184, -0.190, -0.466, 0.291, -0.818, -0.313, 0.187, -0.238, -0.168, -0.266, 0.065, -0.403, 0.261, 0.215, 0.216, 0.385, 0.395, 0.217, 0.209, 0.216, 0.208, 0.157, -0.038, -0.280, -0.225, -0.194, -0.067, -0.242, -0.194, -0.284, -0.191, -0.066, 0.216, 0.204, 0.199, 0.193, 0.195, 0.202, -0.315, 0.203, 0.250, -0.313, 0.287, -0.315, 0.267, -0.756, 0.256, -0.307, 0.254, -0.313]
}

---

Record 3
{
  "formula": "C24H15ClN6O3S",
  "method": "ωB97M-V/def2-TZVPD",
  "charge": 0,
  "smiles": "O=C1/C(=N/Nc2ccc(Cl)c([N+](=O)[O-])c2)C(c2ccccc2)=NN1c1nc(-c2ccccc2)cs1",
  "e_above_lowest_kj_mol": 37.5,
  "species": ["O", "C", "C", "N", "N", "C", "C", "C", "C", "Cl", "C", "N", "O", "O", "C", "C", "C", "C", "C", "C", "C", "C", "N", "N", "C", "N", "C", "C", "C", "C", "C", "C", "C", "C", "S", "H", "H", "H", "H", "H", "H", "H", "H", "H", "H", "H", "H", "H", "H", "H"],
  "coordinates": [[1.39, 0.84, 1.21], [0.38, 0.21, 0.86], [0.00, -0.01, -0.52], [0.70, 0.23, -1.66], [0.22, -0.32, -2.81], [0.87, -0.41, -4.04], [0.22, -0.98, -5.11], [0.81, -0.98, -6.42], [2.10, -0.39, -6.60], [2.78, -0.42, -8.20], [2.76, 0.20, -5.49], [4.02, 0.83, -5.59], [4.76, 0.82, -4.62], [4.34, 1.36, -6.66], [2.08, 0.20, -4.24], [-1.33, -0.69, -0.41], [-2.26, -1.01, -1.52], [-2.70, 0.07, -2.34], [-3.52, -0.15, -3.46], [-4.01, -1.45, -3.71], [-3.59, -2.51, -2.90], [-2.73, -2.29, -1.81], [-1.67, -0.88, 0.85], [-0.64, -0.37, 1.60], [-0.79, -0.23, 2.99], [0.15, 0.19, 3.81], [-0.27, 0.29, 5.13], [0.59, 0.96, 6.11], [1.88, 1.40, 5.76], [2.74, 1.97, 6.69], [2.33, 2.08, 8.01], [1.04, 1.71, 8.41], [0.15, 1.19, 7.46], [-1.56, -0.14, 5.31], [-2.28, -0.63, 3.82], [-0.66, -0.83, -2.73], [-0.69, -1.49, -4.91], [0.33, -1.44, -7.26], [2.54, 0.74, -3.40], [-2.40, 1.09, -2.14], [-3.79, 0.73, -4.06], [-4.63, -1.62, -4.56], [-3.89, -3.56, -3.06], [-2.40, -3.09, -1.15], [2.19, 1.27, 4.72], [3.72, 2.31, 6.41], [2.94, 2.58, 8.74], [0.71, 1.91, 9.43], [-0.84, 0.92, 7.79], [-2.09, -0.22, 6.26]],
  "nbo_charge": [-0.512, 0.601, -0.014, -0.068, -0.378, 0.118, -0.187, -0.203, -0.053, 0.066, 0.082, 0.490, -0.350, -0.365, -0.205, 0.123, -0.040, -0.220, -0.211, -0.199, -0.210, -0.213, -0.180, -0.299, 0.222, -0.432, 0.124, -0.079, -0.172, -0.216, -0.204, -0.218, -0.179, -0.437, 0.409, 0.400, 0.223, 0.242, 0.269, 0.228, 0.230, 0.223, 0.229, 0.232, 0.244, 0.218, 0.209, 0.214, 0.203, 0.244]
}

---

Record 4
{
  "formula": "C24H15GaN10OS2",
  "method": "ωB97M-V/def2-TZVPD",
  "charge": 2,
  "energy_ha": -4267.080110,
  "species": ["Ga", "S", "N", "C", "C", "C", "C", "C", "N", "C", "C", "N", "C", "C", "C", "C", "C", "N", "H", "H", "H", "H", "H", "H", "C", "N", "C", "C", "N", "C", "S", "C", "C", "C", "C", "C", "N", "H", "H", "H", "H", "H", "H", "H", "H", "H", "O", "N", "C", "C", "N", "C", "N"],
  "coordinates": [[-0.42, -0.27, -0.70], [5.01, 4.78, -1.54], [5.05, 3.18, -1.66], [3.81, 2.75, -1.58], [3.37, 1.38, -1.65], [4.20, 0.29, -1.97], [3.65, -0.97, -2.04], [2.30, -1.14, -1.75], [1.51, -0.12, -1.43], [2.02, 1.13, -1.40], [1.07, 2.20, -1.21], [-0.22, 1.83, -1.04], [-1.16, 2.77, -1.02], [-0.87, 4.12, -1.15], [0.45, 4.52, -1.27], [1.45, 3.54, -1.28], [2.86, 3.81, -1.41], [3.43, 5.00, -1.36], [5.24, 0.47, -2.18], [4.24, -1.83, -2.32], [1.83, -2.12, -1.82], [-2.18, 2.44, -0.88], [-1.67, 4.84, -1.17], [0.72, 5.56, -1.36], [-5.38, -1.47, -0.60], [-4.42, -1.46, 0.49], [-4.66, -1.97, 1.75], [-3.55, -1.77, 2.47], [-2.61, -1.12, 1.66], [-3.19, -0.94, 0.43], [-2.69, -0.24, -1.06], [-1.35, -0.70, 2.16], [-1.00, -1.00, 3.48], [0.21, -0.58, 3.98], [1.06, 0.16, 3.17], [0.65, 0.43, 1.89], [-0.52, 0.00, 1.38], [-6.28, -1.98, -0.27], [-4.97, -1.98, -1.47], [-5.65, -0.45, -0.89], [-5.59, -2.44, 2.01], [-3.37, -2.05, 3.49], [-1.65, -1.57, 4.12], [0.49, -0.83, 5.00], [2.02, 0.51, 3.53], [1.26, 1.01, 1.22], [-0.39, -2.08, -0.44], [0.33, -2.86, 0.38], [0.77, -3.91, -0.20], [0.62, -4.18, -1.60], [0.51, -4.29, -2.74], [1.51, -4.85, 0.61], [2.14, -5.57, 1.23]],
  "nbo_charge": [1.709, 1.048, -0.574, 0.091, -0.077, -0.057, -0.221, 0.108, -0.594, 0.241, 0.149, -0.552, 0.093, -0.220, -0.067, -0.072, 0.155, -0.589, 0.267, 0.266, 0.240, 0.236, 0.261, 0.266, -0.422, -0.303, -0.013, -0.055, -0.352, 0.308, -0.150, 0.424, -0.231, -0.084, -0.213, 0.071, -0.577, 0.246, 0.247, 0.238, 0.266, 0.255, 0.245, 0.259, 0.259, 0.211, -0.766, 0.004, -0.016, 0.211, -0.201, 0.214, -0.184]
}

---

What did the fourth record say?
{
  "formula": "C24H15GaN10OS2",
  "method": "ωB97M-V/def2-TZVPD",
  "charge": 2,
  "energy_ha": -4267.080110,
  "species": ["Ga", "S", "N", "C", "C", "C", "C", "C", "N", "C", "C", "N", "C", "C", "C", "C", "C", "N", "H", "H", "H", "H", "H", "H", "C", "N", "C", "C", "N", "C", "S", "C", "C", "C", "C", "C", "N", "H", "H", "H", "H", "H", "H", "H", "H", "H", "O", "N", "C", "C", "N", "C", "N"],
  "coordinates": [[-0.42, -0.27, -0.70], [5.01, 4.78, -1.54], [5.05, 3.18, -1.66], [3.81, 2.75, -1.58], [3.37, 1.38, -1.65], [4.20, 0.29, -1.97], [3.65, -0.97, -2.04], [2.30, -1.14, -1.75], [1.51, -0.12, -1.43], [2.02, 1.13, -1.40], [1.07, 2.20, -1.21], [-0.22, 1.83, -1.04], [-1.16, 2.77, -1.02], [-0.87, 4.12, -1.15], [0.45, 4.52, -1.27], [1.45, 3.54, -1.28], [2.86, 3.81, -1.41], [3.43, 5.00, -1.36], [5.24, 0.47, -2.18], [4.24, -1.83, -2.32], [1.83, -2.12, -1.82], [-2.18, 2.44, -0.88], [-1.67, 4.84, -1.17], [0.72, 5.56, -1.36], [-5.38, -1.47, -0.60], [-4.42, -1.46, 0.49], [-4.66, -1.97, 1.75], [-3.55, -1.77, 2.47], [-2.61, -1.12, 1.66], [-3.19, -0.94, 0.43], [-2.69, -0.24, -1.06], [-1.35, -0.70, 2.16], [-1.00, -1.00, 3.48], [0.21, -0.58, 3.98], [1.06, 0.16, 3.17], [0.65, 0.43, 1.89], [-0.52, 0.00, 1.38], [-6.28, -1.98, -0.27], [-4.97, -1.98, -1.47], [-5.65, -0.45, -0.89], [-5.59, -2.44, 2.01], [-3.37, -2.05, 3.49], [-1.65, -1.57, 4.12], [0.49, -0.83, 5.00], [2.02, 0.51, 3.53], [1.26, 1.01, 1.22], [-0.39, -2.08, -0.44], [0.33, -2.86, 0.38], [0.77, -3.91, -0.20], [0.62, -4.18, -1.60], [0.51, -4.29, -2.74], [1.51, -4.85, 0.61], [2.14, -5.57, 1.23]],
  "nbo_charge": [1.709, 1.048, -0.574, 0.091, -0.077, -0.057, -0.221, 0.108, -0.594, 0.241, 0.149, -0.552, 0.093, -0.220, -0.067, -0.072, 0.155, -0.589, 0.267, 0.266, 0.240, 0.236, 0.261, 0.266, -0.422, -0.303, -0.013, -0.055, -0.352, 0.308, -0.150, 0.424, -0.231, -0.084, -0.213, 0.071, -0.577, 0.246, 0.247, 0.238, 0.266, 0.255, 0.245, 0.259, 0.259, 0.211, -0.766, 0.004, -0.016, 0.211, -0.201, 0.214, -0.184]
}